Record 1
A molecular structure, C22H38ClIN6O4P2S. Source: the OMol25 dataset; level of theory: wB97M-V/def2-TZVPD.

Geometry (Å):
1 C -1.96821 3.78498 3.53946
2 C -1.10219 2.56327 3.11115
3 C -1.16010 2.25622 1.61490
4 O -2.08554 2.47776 0.88821
5 O -0.01749 1.61841 1.09789
6 C -0.41141 0.26529 0.76579
7 C 0.79596 -0.71333 0.65741
8 C 0.56926 -1.88838 1.61239
9 C 0.66113 -1.83687 2.97784
10 C 0.99533 -0.52580 3.69136
11 C 2.33938 0.12717 3.28081
12 C 3.55770 -0.82102 3.33657
13 I 2.71849 1.68505 4.77761
14 C 0.40519 -3.06789 3.75955
15 P 0.52999 -3.11018 5.60910
16 N 1.57749 -4.20874 6.06635
17 C 0.05824 -4.26285 3.17956
18 C -0.26057 -5.54618 3.95136
19 C -1.77448 -5.85839 3.72454
20 O -2.11943 -6.93736 3.36311
21 Cl -2.98968 -4.56203 4.06938
22 C -0.05968 -4.34629 1.74239
23 N -0.41779 -5.42028 1.03873
24 S -0.39081 -4.87920 -0.50452
25 N 0.06382 -3.34003 -0.32022
26 C 0.20997 -3.13968 0.99907
27 H -1.37465 4.37144 4.25704
28 H -2.22901 4.38626 2.65946
29 H -2.85074 3.40581 4.07169
30 H -1.47016 1.65619 3.62995
31 H -0.03778 2.64603 3.38510
32 H -1.17702 -0.13554 1.45944
33 H -0.91513 0.30882 -0.21871
34 H 1.77264 -0.23113 0.77511
35 H 0.77332 -1.11335 -0.36917
36 H 0.97847 -0.58545 4.78340
37 H 0.20261 0.19535 3.41585
38 H 2.30383 0.67271 2.33408
39 H 3.69174 -1.15470 4.37940
40 H 4.45017 -0.20692 3.11874
41 H 3.51508 -1.64819 2.61351
42 H -0.75463 -3.46974 6.10936
43 H 0.97254 -1.88209 6.14583
44 H 1.99962 -4.66227 5.26281
45 H -0.12721 -5.46127 5.03905
46 H 0.27851 -6.41725 3.56017
47 O -1.22168 0.70113 -2.86021
48 P -1.02975 1.33736 -4.22822
49 N 0.55306 0.72606 -4.49644
50 C 1.84481 1.34025 -4.30358
51 C 0.65312 -0.68954 -4.80578
52 N -1.13194 2.95957 -3.64615
53 C -0.08750 3.95712 -3.72972
54 C -1.87324 3.16037 -2.40355
55 N -1.10427 1.93512 -5.84331
56 C -0.05606 2.00222 -6.83901
57 C -2.24323 2.79148 -6.17851
58 H 2.41285 1.34902 -5.24471
59 H 2.43603 0.80371 -3.55329
60 H 1.79513 2.37240 -3.97648
61 H 0.19911 -0.91843 -5.78066
62 H 0.12632 -1.29512 -4.05734
63 H 1.68498 -1.03887 -4.83327
64 H 0.65619 3.83125 -2.93256
65 H -0.51641 4.95787 -3.61298
66 H 0.40771 3.96610 -4.70027
67 H -1.26531 2.90120 -1.53017
68 H -2.77428 2.55101 -2.38281
69 H -2.19702 4.19932 -2.29911
70 H 0.66062 2.80005 -6.62275
71 H -0.47316 2.19911 -7.82995
72 H 0.47981 1.06031 -6.94602
73 H -2.00162 3.84765 -6.02743
74 H -3.10644 2.54887 -5.56015
75 H -2.55462 2.65502 -7.21749

Spin multiplicity   1
LUMO level   -1.20 eV
HOMO level   -7.987 eV
HOMO-LUMO gap   6.79 eV

---

Record 2
A molecular structure, C18H13BrN5O9Tc. Source: the OMol25 dataset; level of theory: wB97M-V/def2-TZVPD.

Geometry (Å):
1 Tc 0.13461 0.21447 0.30202
2 O -0.80152 0.86897 4.04175
3 C -0.39966 1.14967 2.95875
4 O 0.09642 0.13626 2.16589
5 C -0.33180 2.56018 2.45935
6 C -0.57697 3.54240 3.41584
7 C -0.52911 4.86115 3.04724
8 C -0.25322 5.25474 1.75570
9 C 0.01316 4.27959 0.82291
10 C -0.02562 2.93355 1.15850
11 O 0.23812 2.02088 0.16658
12 N 0.35248 4.75212 -0.54748
13 O -0.00061 5.87142 -0.83207
14 O 1.02199 4.02266 -1.24388
15 N -0.77395 5.90226 4.07405
16 O -0.76767 7.05154 3.70135
17 O -0.96645 5.51803 5.20433
18 H -0.80906 3.25687 4.43174
19 H -0.23802 6.29842 1.47712
20 C 4.85694 -1.32456 -1.97800
21 C 4.03160 -0.72551 -0.88954
22 C 4.38943 -0.14493 0.31725
23 C 3.21874 0.25388 0.94123
24 N 2.16662 -0.05611 0.14757
25 N 2.70233 -0.66426 -0.95917
26 C 3.07236 0.93016 2.26102
27 H 5.91027 -1.25824 -1.72036
28 H 4.69956 -0.79869 -2.92050
29 H 4.60197 -2.37486 -2.12481
30 H 5.39006 -0.02573 0.69995
31 H 2.12346 -0.96401 -1.72755
32 H 4.04506 0.98457 2.74322
33 H 2.39109 0.38464 2.91202
34 H 2.69788 1.94908 2.13771
35 Br 1.66353 -4.19942 0.94580
36 C -0.18396 -3.86531 0.92750
37 C -1.10127 -4.80961 1.36928
38 N -2.41936 -4.59748 1.36159
39 C -2.86580 -3.42993 0.89677
40 C -2.02278 -2.42410 0.43848
41 C -0.66875 -2.66958 0.46251
42 C -2.56431 -1.16426 -0.08962
43 O -3.66529 -0.95992 -0.45462
44 O -1.61864 -0.11389 -0.13801
45 H -0.75722 -5.76827 1.73914
46 H -3.93766 -3.27245 0.89236
47 H 0.06332 -1.96098 0.07783

Spin multiplicity   2
Charge   +1
LUMO level (spin up / spin down)   -5.86 / -5.66 eV
<S²>   0.7557
ΔE to the lowest compared entry with this formula, charge and spin   0.226 eV
HOMO level (spin up / spin down)   -12.981 / -12.980 eV
HOMO-LUMO gap (spin up / spin down)   7.12 / 7.32 eV

---

Record 3
2 unconnected molecules or ions with the total composition C2BrClN2S. Source: the OMol25 dataset; level of theory: wB97M-V/def2-TZVPD.

Geometry (Å):
1 C -0.62837 0.30242 -1.69308
2 C 0.59435 -0.98964 0.20516
3 N -1.34102 -0.58408 -1.77751
4 N 0.37745 -1.01287 1.40730
5 S -0.39709 -1.00380 2.71463
6 Cl 0.34210 1.55085 -1.67385
7 Br 1.90805 -1.29127 -1.06110

Spin multiplicity   1
Structure (SMILES)   [S-][N+]#CBr.N#CCl
LUMO level   -1.09 eV
ΔE to the lowest compared entry with this formula, charge and spin   3.444 eV
HOMO level   -8.667 eV
HOMO-LUMO gap   7.58 eV

---

Record 4
A molecular structure, C5H10O. Source: the OMol25 dataset; level of theory: wB97M-V/def2-TZVPD.

Geometry (Å):
1 C -1.89817 -0.83287 0.54864
2 C -1.41723 0.14623 -0.52900
3 C 0.03407 0.49886 -0.27451
4 C 0.35465 1.72789 0.30747
5 C 2.07624 -0.69583 0.17186
6 H -2.98416 -0.88594 0.28110
7 H -1.86344 -0.23908 1.50734
8 H -1.27338 -1.68816 0.75463
9 H -1.46975 -0.50921 -1.50246
10 H -2.09314 0.99734 -0.69970
11 H 1.37204 2.09914 0.66723
12 H -0.42393 2.51212 0.16261
13 H 2.06758 -1.06042 1.46864
14 H 2.39814 -1.62898 -0.53261
15 H 2.88059 0.39396 0.06947
16 O 0.81151 -0.63205 -0.44038

Spin multiplicity   1
LUMO level   0.92 eV
ΔE to the lowest compared entry with this formula, charge and spin   3.788 eV
HOMO level   -8.752 eV
HOMO-LUMO gap   9.67 eV

---

Record 5
6 unconnected molecules or ions with the total composition C5H19NO5. Source: the OMol25 dataset; level of theory: wB97M-V/def2-TZVPD.

Geometry (Å):
1 C 0.64528 1.87521 -2.51407
2 N 0.03071 0.41155 0.01361
3 C 1.23170 1.10317 -0.14753
4 C 1.50112 1.84524 -1.26809
5 C 2.68613 0.38299 1.65672
6 C 2.04162 1.34645 1.07904
7 H -0.40814 2.03741 -2.21100
8 H 0.51718 0.84315 -3.11264
9 H 0.92592 2.74873 -3.29936
10 H -0.63860 0.17497 -0.72252
11 H -0.16318 -0.02218 0.86624
12 H 2.39133 2.59926 -1.22701
13 H 2.60899 -0.67277 1.36126
14 H 3.34611 0.56568 2.48353
15 H 2.27863 2.38654 1.21629
16 H -2.77231 2.08318 2.03558
17 H -1.77918 1.24352 1.13310
18 O -2.56019 1.23643 1.72890
19 H -1.49090 -3.69671 0.54096
20 H -0.76495 -3.43144 -0.75391
21 O -1.51863 -3.16579 -0.23504
22 H 1.36418 -1.68974 -1.78565
23 H 2.65953 -1.70094 -0.85673
24 O 2.00927 -2.18482 -1.26469
25 H -1.71980 -1.92498 1.59574
26 H -2.09034 -0.44480 2.00994
27 O -1.75023 -1.25669 2.37609
28 H -2.31354 -1.38161 -0.29669
29 H -3.61955 -0.72602 -0.29959
30 O -2.64821 -0.58498 -0.10250

Spin multiplicity   2
Charge   +1
LUMO level (spin up / spin down)   -3.69 / -7.07 eV
<S²>   0.7607
ΔE to the lowest compared entry with this formula, charge and spin   1.178 eV
HOMO level (spin up / spin down)   -13.687 / -13.686 eV
HOMO-LUMO gap (spin up / spin down)   10.00 / 6.61 eV

---

Record 6
C10H8O2S in the gas phase. Source: the OMol25 dataset; level of theory: wB97M-V/def2-TZVPD.

Geometry (Å):
1 C -2.56261 -0.67704 0.30738
2 C -2.77826 0.68498 0.46103
3 C -1.46112 -1.16796 -0.28501
4 C -1.84482 1.49712 -0.22323
5 C -0.55127 -0.37949 -0.86843
6 C -0.74244 1.03828 -0.78925
7 C 0.78136 -0.78209 -1.33283
8 C 1.83258 -0.46072 1.15813
9 C 3.02699 -0.69461 0.27707
10 C 1.69526 -0.40631 -0.30970
11 O 1.17681 -1.33763 -2.34292
12 O 0.66018 3.18719 -0.42146
13 S 0.63508 2.04062 -1.33168
14 H -3.05753 -1.31847 1.02989
15 H -3.64643 0.91568 1.15198
16 H -1.29034 -2.18557 -0.16643
17 H -1.93068 2.61961 -0.22062
18 H 1.24768 -1.33887 1.54344
19 H 1.72628 0.50400 1.71165
20 H 3.75339 -0.00915 0.40192
21 H 3.32987 -1.72955 0.24906

Spin multiplicity   1
LUMO level (spin up / spin down)   -1.15 / -1.20 eV
ΔE to the lowest compared entry with this formula, charge and spin   5.125 eV
HOMO level (spin up / spin down)   -8.622 / -8.914 eV
HOMO-LUMO gap (spin up / spin down)   7.47 / 7.72 eV

---

Ordered largest force on an atom results: 0.1391 0.0286 0.1248 0.0868 0.1104 0.1019; unit hartree/bohr.
Ordered total energy results: -3329.24306 -4299.03461 -3617.98035 -271.61342 -632.49437 -934.34386; unit Ha.